62
Properties=species:S:1:pos:R:3:forces:R:3:nbo_charge:R:1 method="wB97M-V/def2-TZVPD" orbital_gap_ev=9.76 smiles="COCCCCCOCCOCP(O)O.C[C@@H]1COC(=O)O1.C[C@@H]1COC(=O)O1" lumo_energy_ev=0.57 fmax_ev_per_a=0.523 charge=0 e_tot_ev=-49975.2931 homo_energy_ev=-9.1930
C -4.856 1.695 -1.929 0.2 -0.1 -0.1 -0.25
O -4.017 0.694 -1.387 0.0 0.0 0.1 -0.56
C -2.850 1.199 -0.744 0.0 -0.3 -0.1 -0.05
C -2.199 0.045 0.007 -0.4 -0.1 -0.1 -0.43
C -1.342 -0.884 -0.855 0.2 -0.1 0.4 -0.40
C 0.121 -0.478 -1.046 0.0 0.0 -0.5 -0.41
C 0.363 0.903 -1.631 0.0 -0.2 -0.1 -0.07
O 0.135 1.906 -0.654 0.0 0.0 0.1 -0.55
C 0.858 3.097 -0.842 -0.1 0.1 0.1 -0.07
C 0.607 3.765 -2.181 0.3 0.3 -0.1 -0.09
O 1.171 5.068 -2.103 0.1 -0.1 0.0 -0.55
C 1.479 5.616 -3.371 -0.3 0.2 0.3 -0.41
P 1.699 7.455 -3.165 0.2 0.0 -0.1 1.30
O 3.309 7.573 -3.477 -0.2 0.1 0.4 -0.98
O 1.125 7.897 -4.645 0.0 -0.2 0.0 -0.99
H -5.840 1.628 -1.461 0.0 0.1 0.0 0.18
H -4.968 1.546 -3.005 0.0 0.0 0.0 0.18
H -4.441 2.693 -1.768 -0.1 0.0 0.0 0.17
H -3.129 1.995 -0.045 0.0 0.1 0.0 0.16
H -2.185 1.608 -1.509 0.1 0.2 0.1 0.16
H -3.036 -0.538 0.403 0.0 0.0 0.1 0.22
H -1.641 0.410 0.870 0.1 0.1 -0.1 0.21
H -1.328 -1.866 -0.371 0.0 0.0 -0.1 0.21
H -1.817 -1.039 -1.827 -0.1 0.1 0.0 0.20
H 0.562 -1.181 -1.762 0.0 0.0 0.1 0.21
H 0.701 -0.594 -0.131 -0.1 0.1 0.1 0.22
H 1.389 0.950 -2.017 0.1 0.1 0.2 0.17
H -0.302 1.067 -2.491 0.0 0.0 0.0 0.16
H 0.532 3.786 -0.061 0.0 0.0 0.0 0.20
H 1.934 2.932 -0.709 0.0 -0.1 -0.1 0.16
H 1.090 3.206 -2.991 -0.1 0.0 0.0 0.17
H -0.464 3.852 -2.390 -0.1 -0.2 0.0 0.17
H 2.373 5.134 -3.792 0.0 0.0 -0.1 0.17
H 0.640 5.493 -4.065 0.0 -0.1 -0.1 0.20
H 3.724 6.715 -3.564 0.3 -0.2 -0.2 0.49
H 0.470 8.587 -4.536 -0.1 0.2 -0.1 0.50
C 2.468 1.112 3.553 -0.1 0.1 -0.1 -0.63
C 2.010 -0.328 3.625 0.0 0.2 0.0 0.06
C 3.086 -1.329 3.994 0.0 -0.1 0.0 -0.09
O 2.675 -2.505 3.287 0.1 0.0 0.0 -0.49
C 1.929 -2.118 2.228 0.0 0.1 0.0 0.98
O 1.604 -2.829 1.334 -0.1 -0.1 -0.1 -0.59
O 1.611 -0.808 2.325 0.0 -0.1 0.0 -0.49
H 2.951 1.304 2.595 0.1 -0.1 0.0 0.23
H 1.628 1.798 3.645 0.0 0.0 0.0 0.23
H 3.174 1.331 4.355 0.0 0.0 0.0 0.22
H 1.146 -0.430 4.285 0.0 -0.1 0.0 0.19
H 3.137 -1.538 5.059 0.0 -0.1 0.0 0.21
H 4.073 -1.028 3.631 0.0 0.0 0.0 0.18
C 0.770 -6.142 1.525 0.1 0.0 0.3 -0.64
C -0.528 -6.818 1.905 0.2 0.1 -0.1 0.07
C -1.523 -6.978 0.773 -0.1 0.0 0.0 -0.09
O -2.784 -6.889 1.444 0.0 0.0 -0.1 -0.49
C -2.604 -6.180 2.585 0.1 0.0 0.0 0.97
O -3.480 -5.768 3.270 -0.1 0.0 0.1 -0.57
O -1.284 -6.010 2.829 0.0 0.0 0.0 -0.50
H 0.651 -5.060 1.516 -0.1 0.0 -0.1 0.26
H 1.556 -6.378 2.242 0.0 0.0 0.0 0.22
H 1.106 -6.468 0.540 0.0 0.0 0.0 0.22
H -0.344 -7.778 2.394 -0.1 0.0 0.0 0.18
H -1.445 -7.933 0.260 -0.1 0.0 0.0 0.20
H -1.452 -6.165 0.046 0.0 0.0 0.0 0.19

75
Properties=species:S:1:pos:R:3:forces:R:3:mulliken_charge:R:1 method="wB97M-V/def2-TZVPD" orbital_gap_ev=1.39 lumo_energy_ev=-8.77 fmax_ev_per_a=6.115 charge=+2 e_tot_ev=-214488.9353 homo_energy_ev=-10.1631
C 2.506 -1.977 -0.284 -0.1 0.6 0.9 0.12
O 3.537 -0.959 -0.015 -1.8 0.0 -0.5 -0.34
C 2.825 0.120 0.589 1.4 0.8 0.3 -0.79
C 3.620 1.555 0.510 -1.9 -0.6 1.0 -1.25
C 2.513 2.736 0.614 0.4 0.2 -1.3 -0.09
C 2.443 3.709 -0.689 0.0 -1.8 -0.3 -0.90
C 1.113 3.526 -1.590 1.2 1.0 0.1 0.09
C -0.019 4.529 -1.258 0.2 0.1 0.4 -1.17
C -0.718 4.166 0.073 0.8 0.0 -0.7 -0.15
N -1.778 3.123 -0.136 0.4 0.4 1.5 0.36
C -2.987 3.504 0.396 -0.7 1.6 -1.2 -0.35
N -3.559 4.735 -0.058 0.8 -2.2 0.4 -0.23
S -3.513 4.940 -1.794 0.1 1.3 -1.0 -0.13
N -3.693 2.819 1.242 1.0 -0.2 1.1 0.46
S -5.243 3.364 1.805 -0.6 0.0 0.0 -0.04
C -3.198 1.520 1.767 -1.1 -0.6 0.3 -1.30
C -3.659 0.334 0.874 1.5 -0.4 0.3 1.12
C -2.988 0.305 -0.537 0.1 -0.7 -0.2 -0.97
C -3.257 -0.996 1.642 -0.2 1.3 -0.2 -1.29
H 1.852 -1.995 0.642 0.8 -0.8 -1.2 0.15
H 2.975 -2.985 -0.472 -0.6 1.4 -0.2 -0.09
H 1.825 -1.662 -1.120 0.5 -0.4 0.3 0.14
H 2.594 -0.142 1.674 1.3 0.8 -1.8 0.70
H 1.788 0.170 0.043 0.7 -0.5 2.3 0.39
H 4.278 1.635 -0.380 -0.2 -0.2 0.4 0.31
H 4.220 1.584 1.439 0.1 0.0 -0.8 0.41
H 2.705 3.369 1.500 -0.4 -0.5 -0.3 0.65
H 1.515 2.234 0.690 0.4 0.5 0.4 0.18
H 3.306 3.401 -1.339 -0.3 0.4 0.4 0.43
H 2.643 4.765 -0.430 -0.5 -0.6 0.0 0.39
H 0.772 2.446 -1.512 -1.5 2.1 0.1 -0.27
H 1.421 3.705 -2.648 -0.2 -0.3 0.5 0.34
H 0.477 5.514 -1.126 -0.3 -0.5 -0.1 0.43
H -0.715 4.622 -2.106 0.1 -0.1 0.5 0.32
H -1.077 5.037 0.642 0.3 -0.3 -0.3 0.17
H 0.070 3.702 0.703 -0.7 0.5 0.1 -0.06
H -1.383 2.291 0.284 -0.8 -0.3 -0.2 0.06
H -3.141 5.524 0.436 -0.2 0.1 -0.3 0.45
H -3.375 3.707 -2.354 -0.3 0.0 1.1 0.17
H -4.910 4.366 2.679 0.5 -0.5 -0.5 0.21
H -3.682 1.391 2.756 0.3 0.2 -0.5 0.38
H -2.103 1.512 1.969 -0.5 0.3 -0.4 0.26
H -4.759 0.404 0.797 0.6 -0.1 -0.2 0.42
H -1.898 0.602 -0.522 -0.3 -0.2 0.1 0.00
H -3.550 0.972 -1.359 1.1 -0.9 1.4 0.09
H -3.034 -0.754 -0.880 0.0 0.7 0.0 0.49
H -2.542 -1.572 1.033 -0.6 0.0 0.3 0.31
H -2.739 -0.729 2.594 -0.5 -0.4 -0.3 0.16
H -4.192 -1.544 1.844 0.8 -0.2 0.1 0.22
C 0.070 6.051 3.225 3.4 -0.6 -0.4 0.72
O 0.499 6.026 4.365 -0.8 0.0 0.2 -0.64
O -1.242 6.236 2.885 -2.4 1.2 2.5 -0.30
O 0.731 5.891 2.159 -0.4 -0.6 -0.9 -0.68
K 0.733 -0.630 2.339 -2.2 -0.4 1.2 0.83
C -3.429 -4.587 1.834 0.4 0.3 0.1 0.86
O -2.454 -3.847 1.959 0.2 -0.1 0.0 -0.47
O -4.585 -4.342 2.252 -0.1 -0.2 -0.1 -0.28
O -3.424 -5.705 1.266 -0.2 -0.1 0.0 -0.31
Ca 1.951 1.027 -1.618 1.4 0.1 -2.0 1.29
Be 3.763 -4.403 0.477 0.3 -1.3 0.1 0.21
C 2.314 -8.986 -3.012 0.3 -0.5 0.0 -0.47
C 3.751 -8.630 -2.624 -1.2 -0.2 2.8 -0.35
O 3.841 -7.213 -2.819 -0.8 0.7 0.4 -0.18
S 2.405 -6.546 -2.536 0.3 -2.0 -1.1 1.09
O 2.413 -6.029 -1.195 0.1 0.9 0.6 -0.57
O 2.048 -5.739 -3.642 0.1 0.6 0.5 -0.54
O 1.524 -7.876 -2.538 0.4 1.0 0.7 -0.31
H 2.190 -9.050 -4.083 -0.1 0.0 0.0 0.41
H 1.981 -9.917 -2.555 -0.1 0.2 0.2 0.28
H 4.561 -9.181 -3.246 -0.4 0.4 2.0 0.30
H 3.914 -8.835 -1.551 0.0 0.0 0.1 0.33
Cl -5.076 1.788 -1.392 -1.5 1.1 -0.7 -0.47
Br 4.431 -9.040 -4.875 1.8 -0.6 -5.8 -0.37
Al 5.874 -5.920 1.884 0.0 -0.1 -0.1 0.68
Cl -2.068 6.840 4.419 0.2 -0.7 -2.0 -0.04

71
Properties=species:S:1:pos:R:3:forces:R:3:mulliken_charge:R:1 method="wB97M-V/def2-TZVPD" orbital_gap_ev=8.65 lumo_energy_ev=-0.84 fmax_ev_per_a=0.969 charge=0 e_tot_ev=-221290.2165 homo_energy_ev=-9.4897
C -1.260 4.191 -0.183 0.7 -0.6 0.0 -0.84
C -1.536 2.783 0.298 -0.8 0.3 -0.4 0.62
F -1.112 2.582 1.610 0.1 0.0 0.0 -0.30
C -0.971 1.686 -0.637 -0.4 0.1 0.4 -0.87
O 0.054 0.924 0.023 0.2 0.5 -0.4 -0.31
S 1.596 1.388 -0.179 0.4 -0.9 0.0 0.74
O 1.795 1.642 -1.586 -0.2 0.4 -0.1 -0.60
O 1.615 2.871 0.538 -0.1 -0.3 0.3 -0.47
I 2.053 2.502 2.479 -0.3 0.8 -0.3 0.30
H -1.809 4.341 -1.111 -0.2 -0.1 0.3 0.16
H -1.531 4.946 0.553 -0.1 -0.1 -0.2 0.01
H -0.200 4.282 -0.439 0.0 0.2 0.2 0.53
H -2.622 2.666 0.304 0.0 -0.2 0.2 0.24
H -1.757 0.974 -0.884 0.1 -0.1 0.1 0.32
H -0.641 2.132 -1.578 0.3 -0.1 0.1 0.49
Cl 2.567 -1.864 -0.509 0.1 0.0 0.1 -0.09
C 1.706 -2.034 -2.060 0.0 0.0 -0.1 -0.48
C 1.566 -3.485 -2.436 -0.1 0.0 0.0 -0.05
Cl 3.132 -4.234 -2.850 0.0 0.0 0.0 -0.21
H 2.245 -1.461 -2.811 0.1 0.0 0.0 0.38
H 0.720 -1.591 -1.926 0.0 0.0 0.0 0.19
H 0.924 -3.587 -3.309 0.0 0.0 0.0 0.39
H 1.142 -4.047 -1.609 0.0 0.0 -0.1 -0.10
Cl 5.976 -2.706 4.055 0.0 0.0 0.0 -0.20
C 4.211 -2.693 4.308 0.0 0.0 0.1 -0.30
C 3.488 -1.914 3.240 -0.1 0.0 0.0 -0.35
Cl 3.819 -0.159 3.323 0.3 -0.4 0.1 -0.22
H 4.020 -2.282 5.296 0.0 0.0 0.0 0.35
H 3.877 -3.729 4.287 0.0 0.0 -0.1 0.22
H 2.413 -2.038 3.363 0.0 0.0 0.0 0.25
H 3.766 -2.252 2.245 0.1 0.0 0.0 0.21
Cl 1.695 -4.873 2.344 0.0 0.0 0.0 -0.12
C 1.258 -6.542 1.885 0.0 -0.1 0.0 -0.45
C 1.185 -6.714 0.391 0.1 0.0 -0.1 -0.29
Cl -0.188 -5.820 -0.321 -0.1 -0.1 0.1 -0.22
H 0.310 -6.780 2.361 0.0 0.1 0.0 0.35
H 2.030 -7.197 2.285 0.0 0.0 0.0 0.27
H 1.043 -7.764 0.143 0.0 0.0 0.0 0.17
H 2.093 -6.367 -0.093 0.0 0.0 0.0 0.27
Cl -3.792 2.367 -2.138 -0.1 0.0 -0.2 -0.14
C -5.556 2.477 -1.897 -0.1 0.0 0.0 -0.55
C -6.206 3.323 -2.962 -0.1 0.0 0.0 -0.49
Cl -5.737 5.037 -2.826 0.0 0.0 0.0 -0.15
H -5.730 2.888 -0.906 0.0 0.0 0.0 0.31
H -5.951 1.464 -1.932 0.0 0.0 -0.1 0.36
H -7.288 3.274 -2.857 0.0 0.0 0.0 0.34
H -5.935 2.980 -3.958 0.0 0.0 0.0 0.30
Cl -3.877 8.659 -2.090 0.0 0.0 0.0 -0.18
C -2.535 8.628 -3.265 0.0 0.1 0.0 -0.44
C -2.146 7.221 -3.637 0.0 0.0 -0.1 -0.44
Cl -1.395 6.347 -2.277 0.0 0.4 -0.4 -0.10
H -1.699 9.168 -2.830 0.0 0.0 0.1 0.32
H -2.876 9.160 -4.151 0.0 0.0 0.0 0.30
H -1.416 7.245 -4.446 0.0 0.0 0.0 0.33
H -3.009 6.645 -3.962 0.0 0.0 0.1 0.24
Cl -1.544 6.597 2.448 0.0 0.2 0.2 -0.22
C -1.509 5.232 3.596 0.0 -0.1 0.0 -0.20
C -1.928 5.644 4.983 -0.1 -0.1 0.0 -0.48
Cl -0.740 6.725 5.756 0.0 0.0 0.0 -0.20
H -0.503 4.818 3.588 0.0 0.0 0.0 0.18
H -2.193 4.477 3.214 0.0 0.0 0.0 0.23
H -2.012 4.761 5.613 0.0 0.0 0.0 0.34
H -2.886 6.159 4.970 0.0 0.1 0.0 0.33
Cl 4.294 -8.283 0.125 0.0 0.0 0.1 -0.17
C 3.820 -9.935 -0.349 0.0 -0.1 0.0 -0.52
C 3.714 -10.077 -1.845 0.0 -0.1 0.0 -0.41
Cl 2.344 -9.144 -2.500 0.0 0.0 0.0 -0.16
H 2.873 -10.164 0.134 0.0 0.0 0.0 0.31
H 4.581 -10.610 0.037 0.0 0.0 0.0 0.36
H 3.544 -11.121 -2.102 0.0 0.0 0.0 0.30
H 4.620 -9.737 -2.341 0.0 0.1 0.0 0.31